Entry from the OMol25 dataset: a molecular structure, C27H36B2F4N4O5Ti at a distorted geometry (ωB97M-V/def2-TZVPD).

Geometry as XYZ:
```
79
Properties=species:S:1:pos:R:3:forces:R:3
H -3.128324 -2.287655 1.575888 0.1 -0.6 -0.8
C -2.196575 -2.960710 -0.994656 0.7 0.3 -1.3
C 1.459714 -0.772958 3.635054 -0.6 -0.9 0.0
H -1.477638 1.274738 3.901685 0.7 0.1 0.2
C -0.385661 4.237580 -2.025224 -0.9 -0.2 -1.9
C -1.277001 -4.490848 5.526303 0.1 0.6 0.0
H -0.796412 -5.808895 3.871132 -0.2 0.1 0.3
C 4.065440 2.311724 -4.034558 0.4 -0.7 0.0
H 1.869366 -1.720486 3.270174 -0.2 0.0 0.4
C -1.570563 -1.590646 -0.949892 0.9 -1.6 0.8
F 0.334838 -3.229803 1.378553 -0.6 0.2 0.0
H -3.256461 -2.897539 -0.864761 -0.6 0.0 0.3
Ti 0.366350 0.593979 -0.468537 0.7 -0.3 -0.5
H 4.738829 0.103655 -3.243445 -0.8 0.2 1.1
C -0.468612 1.708947 3.720695 -0.9 0.8 -0.6
B 1.211856 -2.799149 0.382827 0.0 0.4 1.1
O 1.895004 -1.543393 0.959476 0.0 0.1 0.0
N -0.305736 -1.391058 -0.776812 -0.3 -1.4 -1.0
H -4.208737 0.549823 -1.348743 -0.3 0.3 0.1
F 2.152772 -3.725630 0.164690 0.9 -0.4 -0.5
H -1.625785 -2.863808 6.905615 -0.2 -0.1 -0.4
H 4.568975 -0.716627 -0.921264 0.3 0.1 0.3
H 0.062730 4.398174 -4.094215 -0.7 0.3 -0.1
N -1.692759 0.674961 -0.779374 -1.4 1.0 0.2
N -0.047541 1.646186 1.282712 -0.8 -0.5 1.8
C 1.987466 2.011410 -2.844942 -0.4 0.1 0.1
C -2.181259 -2.335996 4.906595 -0.6 -0.5 -0.2
C -3.894884 -0.438513 -1.058450 0.6 0.2 0.3
H 0.276600 5.019290 -1.751352 0.5 0.9 0.2
F -3.086900 3.472935 0.931973 0.5 -0.7 -0.4
C -2.398002 -0.390600 -0.914752 -0.3 0.8 -0.7
H -1.769984 -4.417698 2.234872 -0.2 0.3 -0.5
H -2.585545 -1.385836 5.196874 0.0 0.5 0.0
H -0.421195 3.551268 -1.227013 -0.1 -0.9 0.9
H -4.268961 -1.166249 -1.784521 0.4 0.0 0.1
C -0.939932 2.535619 -3.879987 -0.8 0.5 2.4
H -4.288087 -0.681649 -0.067434 -0.2 0.1 -0.1
H -0.837746 2.503826 -4.913738 0.0 -0.4 -1.9
H 5.072040 1.908228 -4.255044 -0.7 0.4 0.1
C -1.241820 -4.868866 4.194398 -0.1 -0.2 0.0
O -0.914669 2.679188 1.176956 0.3 1.0 -0.1
H -1.738978 -3.624961 -0.267565 0.1 0.0 0.0
N 1.062405 -0.502557 1.211776 0.5 -0.3 1.3
H -0.780603 1.528659 -3.455855 0.0 0.5 -0.1
C -1.723649 -3.195165 5.865999 0.7 -0.6 0.7
H 3.403984 -1.930595 -2.825786 -0.1 0.5 -0.2
H -0.640837 2.772671 3.490411 -0.1 -0.3 0.2
H 1.971442 -0.972043 -2.769851 -1.3 0.0 0.4
C 3.991692 0.180233 -1.125724 0.8 0.8 -1.8
H -0.909415 -5.162741 6.278725 0.1 -0.1 0.3
H 0.672022 -0.932967 4.398811 0.3 -0.1 -0.5
C 2.342967 3.929233 -4.258683 0.7 -0.3 0.2
H 2.258550 -0.232061 4.119715 0.2 0.5 -0.1
C 3.753601 0.227177 -2.685814 1.7 -0.6 -0.2
O 1.228425 1.343758 -1.872650 0.3 0.6 -0.8
H -1.414886 4.619469 -2.216269 0.7 0.0 0.5
H 2.868935 -1.026063 -4.252445 0.1 0.2 -0.1
H 0.211245 1.661462 4.563650 -0.1 -0.5 0.1
H 4.472893 1.126682 -0.773849 -0.2 -0.9 -0.2
C -1.790956 -4.043853 3.239776 0.5 -0.6 0.2
C 3.655612 3.518982 -4.544388 -0.9 0.6 0.3
B -2.311874 2.339786 0.775274 -0.5 0.1 0.8
C -2.968232 -2.024159 2.585434 -0.3 1.2 1.7
C 2.949104 -0.977681 -3.169139 0.9 -0.7 0.2
H -2.058808 -3.371165 -2.019815 0.2 0.0 0.6
C 3.235312 1.535601 -3.200605 0.3 0.0 0.3
C 1.504007 3.176609 -3.483739 -1.0 -1.4 1.5
H 4.302476 4.174757 -5.106005 0.2 -0.1 -0.1
H 1.900314 4.871415 -4.503490 0.3 0.6 -0.8
O 0.514437 -2.519431 -0.871797 -1.2 1.2 -0.3
F -2.705924 1.298099 1.704234 0.0 0.4 -1.3
C -2.315355 -2.790500 3.569093 -0.2 0.3 -0.8
C 0.049376 3.597819 -3.360706 0.4 0.3 0.2
H -1.982827 2.867350 -3.607514 0.9 -0.4 -0.4
O -2.369016 1.896025 -0.698031 0.2 -1.0 1.1
H 3.067349 0.059019 -0.622864 -0.9 -0.1 0.5
H -3.478210 -1.126908 2.943722 0.2 -0.1 -0.4
C 0.091771 1.118238 2.484718 -0.1 1.0 -1.7
C 0.886450 -0.107122 2.443498 0.9 -0.4 -1.2
```
Forces are in eV/Å.

Results
<S²>	2.043
LUMO (spin up / spin down)	-1.8 / -1.9	eV
spin multiplicity	3
total charge	0